[1]
{
  "formula": "C18H36FN4O4",
  "method": "ωB97M-V/def2-TZVPD",
  "max_force_ev_per_a": 1.7,
  "total_charge": 1,
  "homo_ev": -11.35,
  "total_energy_ha": -1327.00160,
  "elements": ["C", "C", "C", "C", "C", "C", "C", "C", "O", "O", "N", "C", "C", "F", "N", "H", "H", "H", "H", "H", "H", "H", "H", "H", "H", "H", "H", "H", "H", "C", "C", "C", "O", "C", "N", "H", "H", "H", "H", "H", "H", "H", "H", "H", "H", "H", "C", "C", "C", "O", "C", "N", "H", "H", "H", "H", "H", "H", "H", "H", "H", "H", "H"],
  "coordinates": [[0.710, 2.279, -4.165], [1.930, 1.732, -3.436], [1.558, 1.093, -2.138], [1.070, -0.214, -2.141], [0.751, -0.790, -0.972], [0.933, -0.033, 0.186], [0.604, -0.642, 1.508], [-0.848, -0.399, 1.887], [-1.275, 0.693, 2.174], [-1.615, -1.525, 1.898], [1.372, 1.209, 0.088], [1.562, 2.054, 1.281], [2.896, 1.795, 1.941], [3.867, 2.236, 1.063], [1.697, 1.819, -1.058], [1.055, 2.975, -4.918], [0.039, 2.832, -3.520], [0.165, 1.511, -4.702], [2.668, 2.502, -3.275], [2.388, 0.952, -4.032], [0.958, -0.726, -3.079], [0.375, -1.794, -0.911], [1.276, -0.357, 2.304], [0.711, -1.712, 1.399], [-2.206, -1.533, 1.137], [0.722, 1.981, 1.958], [1.601, 3.080, 0.953], [2.988, 2.371, 2.851], [3.102, 0.743, 2.104], [-5.797, 1.247, -5.130], [-4.598, 1.163, -4.191], [-3.264, 1.544, -4.848], [-2.709, 0.556, -5.696], [-3.242, 0.517, -7.012], [-4.556, -0.175, -3.592], [-5.844, 0.399, -5.812], [-6.722, 1.246, -4.555], [-5.772, 2.163, -5.722], [-4.766, 1.883, -3.384], [-2.525, 1.679, -4.051], [-3.342, 2.502, -5.377], [-3.500, 1.517, -7.370], [-4.118, -0.131, -7.065], [-2.476, 0.100, -7.665], [-3.831, -0.200, -2.881], [-4.230, -0.823, -4.304], [1.841, -3.528, 6.983], [3.146, -3.071, 6.338], [3.269, -1.548, 6.194], [2.498, -0.985, 5.141], [1.134, -0.759, 5.444], [3.311, -3.765, 5.056], [1.002, -3.486, 6.288], [1.929, -4.561, 7.313], [1.596, -2.919, 7.855], [3.961, -3.389, 6.993], [4.307, -1.313, 5.947], [3.043, -1.040, 7.140], [0.981, -0.467, 6.485], [0.532, -1.643, 5.218], [0.790, 0.057, 4.803], [4.232, -3.560, 4.678], [2.667, -3.344, 4.392]],
  "atomic_forces_ev_per_a": [[0.152, 0.254, -0.411], [-0.167, -0.283, 0.122], [0.486, 0.856, -0.875], [-0.073, -0.073, -0.513], [-0.066, -0.014, 0.405], [-0.148, -0.274, 0.442], [-0.027, -0.698, 0.117], [-0.927, 1.301, 0.545], [0.524, -1.007, -0.460], [0.707, 0.012, -0.257], [-0.077, 0.548, 0.088], [0.246, 0.439, 0.443], [0.191, -0.075, -0.524], [0.288, 0.073, -0.178], [-0.220, -0.609, 0.550], [0.039, 0.177, -0.224], [-0.130, 0.022, 0.245], [-0.261, -0.250, 0.097], [0.153, 0.246, 0.200], [0.220, -0.049, -0.283], [-0.012, -0.142, -0.230], [-0.065, -0.276, 0.127], [0.042, 0.336, 0.261], [0.161, -0.258, -0.038], [-0.529, 0.074, 0.142], [-0.205, -0.403, 0.055], [-0.133, 0.215, -0.441], [-0.116, -0.004, 0.332], [-0.045, -0.215, 0.346], [-0.091, 0.105, 0.006], [-0.086, -0.175, -0.217], [0.088, 0.093, 0.181], [0.018, 0.066, -0.033], [0.083, -0.150, 0.008], [0.238, 0.083, 0.053], [0.069, -0.024, -0.013], [0.013, -0.043, 0.027], [0.014, -0.009, -0.008], [0.074, 0.022, 0.018], [0.010, -0.027, 0.003], [-0.086, -0.025, -0.046], [-0.042, 0.017, 0.025], [-0.070, 0.084, -0.043], [0.033, 0.016, 0.036], [-0.082, 0.022, 0.069], [-0.124, -0.038, -0.031], [0.002, -0.034, 0.133], [-0.294, -0.012, -0.129], [0.285, -0.056, 0.082], [-0.112, 0.111, -0.022], [0.040, -0.056, -0.299], [0.159, 0.219, -0.022], [0.015, 0.044, -0.046], [0.016, -0.018, -0.048], [-0.004, 0.009, -0.010], [0.061, 0.064, -0.010], [-0.022, 0.023, -0.068], [-0.091, -0.040, 0.004], [0.022, -0.035, 0.031], [-0.091, 0.016, 0.148], [-0.003, 0.044, 0.061], [0.038, -0.133, 0.057], [-0.087, -0.087, 0.018]]
}

=====

[2]
{
  "formula": "C38H25F8IO8",
  "method": "ωB97M-V/def2-TZVPD",
  "max_force_ev_per_a": 0.8,
  "smiles": "O=C1O[C@@H](I)[C@H](CCOCC(F)(F)C(F)(F)C(F)(F)C(F)F)O1.O=C1c2ccccc2C(=O)c2ccccc21.O=C1c2ccccc2C(=O)c2ccccc21",
  "homo_ev": -9.75,
  "total_energy_ha": -3161.65090,
  "elements": ["O", "C", "O", "C", "I", "C", "C", "C", "O", "C", "C", "F", "F", "C", "F", "F", "C", "F", "F", "C", "F", "F", "O", "H", "H", "H", "H", "H", "H", "H", "H", "H", "O", "C", "C", "C", "C", "C", "C", "C", "C", "O", "C", "C", "C", "C", "C", "C", "H", "H", "H", "H", "H", "H", "H", "H", "O", "C", "C", "C", "C", "C", "C", "C", "C", "O", "C", "C", "C", "C", "C", "C", "H", "H", "H", "H", "H", "H", "H", "H"],
  "coordinates": [[-3.194, 4.100, -5.807], [-3.009, 3.210, -5.053], [-3.200, 3.248, -3.697], [-2.076, 2.487, -3.238], [-2.040, 2.052, -1.180], [-2.080, 1.317, -4.216], [-0.701, 0.732, -4.392], [-0.622, -0.349, -5.464], [0.531, -1.171, -5.326], [1.744, -0.568, -5.697], [2.675, -0.473, -4.504], [2.117, 0.257, -3.484], [2.904, -1.720, -4.015], [4.053, 0.174, -4.862], [3.936, 0.913, -6.002], [4.947, -0.811, -5.093], [4.634, 1.117, -3.779], [5.912, 1.374, -4.153], [4.676, 0.500, -2.579], [3.855, 2.469, -3.677], [4.558, 3.441, -4.297], [3.715, 2.793, -2.370], [-2.553, 1.979, -5.398], [-1.186, 3.092, -3.424], [-2.805, 0.565, -3.896], [-0.387, 0.289, -3.447], [-0.026, 1.549, -4.663], [-1.471, -1.029, -5.377], [-0.653, 0.081, -6.469], [1.592, 0.405, -6.165], [2.249, -1.206, -6.429], [2.865, 2.414, -4.129], [-8.211, -0.034, 5.091], [-7.390, 0.216, 4.235], [-7.776, 0.292, 2.797], [-9.105, 0.097, 2.444], [-9.488, 0.193, 1.117], [-8.546, 0.486, 0.137], [-7.218, 0.670, 0.481], [-6.827, 0.570, 1.811], [-5.390, 0.756, 2.157], [-4.560, 0.948, 1.293], [-5.007, 0.703, 3.597], [-3.679, 0.908, 3.951], [-3.308, 0.885, 5.284], [-4.262, 0.658, 6.270], [-5.584, 0.443, 5.923], [-5.962, 0.462, 4.587], [-9.829, -0.126, 3.214], [-10.524, 0.043, 0.844], [-8.850, 0.570, -0.898], [-6.476, 0.894, -0.273], [-2.947, 1.086, 3.176], [-2.274, 1.046, 5.557], [-3.970, 0.646, 7.312], [-6.333, 0.262, 6.681], [3.925, -4.131, 3.672], [4.467, -3.137, 3.238], [4.139, -2.608, 1.884], [3.178, -3.259, 1.121], [2.839, -2.766, -0.127], [3.454, -1.620, -0.620], [4.422, -0.975, 0.131], [4.770, -1.467, 1.382], [5.824, -0.765, 2.168], [6.408, 0.196, 1.715], [6.137, -1.281, 3.532], [7.091, -0.625, 4.298], [7.379, -1.073, 5.575], [6.715, -2.180, 6.094], [5.770, -2.843, 5.331], [5.479, -2.400, 4.047], [2.703, -4.147, 1.514], [2.088, -3.273, -0.720], [3.176, -1.237, -1.588], [4.912, -0.087, -0.242], [7.599, 0.236, 3.886], [8.122, -0.560, 6.172], [6.938, -2.525, 7.095], [5.250, -3.707, 5.722]],
  "atomic_forces_ev_per_a": [[-0.317, -0.001, -0.071], [-0.389, -0.180, -0.010], [0.482, 0.284, 0.135], [0.137, 0.079, -0.187], [-0.373, -0.101, -0.117], [0.083, -0.053, 0.745], [-0.054, -0.071, -0.569], [-0.128, -0.081, 0.013], [0.107, 0.039, 0.072], [-0.277, -0.222, -0.193], [0.152, -0.182, 0.038], [0.041, -0.123, -0.246], [-0.096, 0.436, -0.001], [0.267, -0.376, 0.201], [-0.042, -0.114, 0.246], [-0.295, 0.322, -0.050], [0.598, 0.265, -0.156], [-0.338, -0.064, 0.178], [-0.142, 0.003, -0.442], [-0.014, 0.108, 0.250], [-0.118, -0.181, 0.121], [0.070, 0.003, -0.285], [0.385, 0.031, -0.241], [0.058, -0.009, 0.147], [-0.068, -0.033, -0.164], [0.004, 0.103, 0.095], [0.116, -0.011, 0.216], [0.029, -0.051, 0.038], [-0.024, 0.070, 0.003], [0.063, 0.110, 0.124], [0.029, 0.015, -0.007], [0.024, 0.016, 0.006], [-0.002, 0.004, 0.005], [-0.060, -0.025, 0.053], [0.076, 0.023, -0.005], [-0.083, -0.002, -0.065], [0.025, 0.006, -0.014], [-0.011, -0.008, 0.027], [-0.065, -0.009, -0.083], [-0.006, -0.007, 0.075], [0.043, 0.011, -0.056], [0.063, 0.016, -0.007], [-0.074, -0.008, 0.000], [0.073, 0.013, 0.068], [-0.023, -0.005, 0.013], [0.015, 0.002, -0.028], [0.067, 0.000, 0.083], [0.011, 0.012, -0.076], [0.039, 0.010, 0.059], [-0.009, 0.002, -0.005], [-0.005, -0.005, -0.009], [0.059, -0.001, 0.039], [-0.039, 0.004, -0.056], [0.008, 0.003, 0.006], [0.007, -0.004, 0.009], [-0.058, -0.018, -0.042], [-0.007, 0.003, 0.003], [-0.032, -0.073, 0.025], [0.055, 0.064, 0.027], [-0.069, -0.016, -0.085], [0.001, 0.024, -0.011], [0.021, -0.061, 0.139], [-0.092, -0.048, -0.053], [0.006, -0.043, 0.061], [0.041, 0.063, -0.035], [-0.003, 0.011, 0.004], [-0.061, -0.049, -0.019], [0.058, 0.019, 0.091], [-0.019, -0.024, 0.001], [0.011, 0.022, -0.020], [0.054, -0.004, 0.094], [0.004, 0.048, -0.060], [0.026, -0.001, 0.067], [-0.004, 0.000, -0.011], [-0.011, 0.015, -0.045], [0.059, 0.023, 0.055], [-0.036, 0.008, -0.063], [0.005, 0.003, 0.009], [0.008, -0.004, 0.008], [-0.036, -0.023, -0.061]]
}

=====

[3]
{
  "formula": "C7H8S",
  "method": "ωB97M-V/def2-TZVPD",
  "max_force_ev_per_a": 4.4,
  "smiles": "C=CC1=CS[C@H]2C[C@H]12",
  "homo_ev": -7.78,
  "total_energy_ha": -669.45798,
  "relative_energy_kcal_mol": 148.4,
  "elements": ["C", "C", "C", "C", "S", "C", "C", "C", "H", "H", "H", "H", "H", "H", "H", "H"],
  "coordinates": [[-2.813, -0.046, -0.116], [-1.670, -0.793, 0.186], [-0.317, -0.338, -0.026], [0.526, -1.445, 0.006], [2.276, -1.352, -0.154], [1.995, 0.389, 0.293], [1.512, 1.762, 0.031], [0.551, 0.766, -0.492], [-2.936, 1.067, -0.209], [-3.893, -0.810, -0.187], [-1.707, -1.941, 0.465], [0.146, -2.522, 0.013], [1.939, 0.317, 1.438], [2.034, 2.284, -0.794], [1.424, 2.296, 1.103], [0.934, 0.365, -1.557]],
  "atomic_forces_ev_per_a": [[-1.528, -3.913, 0.913], [-3.225, 1.076, -1.143], [2.487, -3.273, 1.289], [-1.004, -2.333, -0.027], [-0.911, 1.787, -0.608], [-0.908, -0.608, 2.692], [1.412, 2.274, 0.326], [2.191, -1.685, -0.981], [0.446, -1.437, -0.202], [3.297, 2.915, 0.441], [-0.377, 2.707, -0.781], [0.389, 1.532, 0.126], [-0.459, -0.281, -1.684], [-0.707, 0.449, 0.781], [-0.080, -0.913, -3.023], [-1.020, 1.702, 1.884]]
}

=====

[4]
{
  "formula": "C2H9N4",
  "method": "ωB97M-V/def2-TZVPD",
  "max_force_ev_per_a": 5.4,
  "total_charge": 1,
  "homo_ev": -14.55,
  "total_energy_ha": -300.37441,
  "relative_energy_kcal_mol": 28.2,
  "elements": ["C", "C", "N", "N", "N", "N", "H", "H", "H", "H", "H", "H", "H", "H", "H"],
  "coordinates": [[1.303, -0.138, -0.114], [-2.678, -0.112, 0.490], [2.650, 0.168, 0.067], [0.816, -1.319, 0.273], [-2.295, 0.482, -0.553], [0.606, 0.806, -0.637], [-3.580, -0.485, 0.812], [-1.867, -0.273, 1.148], [3.466, -0.468, 0.333], [3.009, 0.987, -0.379], [1.416, -1.858, 0.839], [-0.213, -1.498, 0.123], [-3.078, 0.897, -1.092], [-0.455, 1.023, -0.657], [0.901, 1.787, -0.654]],
  "atomic_forces_ev_per_a": [[3.227, -0.291, 1.187], [2.573, 0.516, -0.605], [0.460, -1.844, 0.548], [-1.945, 1.217, -1.233], [-1.179, 1.700, -0.507], [-3.554, 3.974, -1.056], [-2.558, -0.257, 0.270], [0.775, -0.825, 1.109], [-2.330, 0.722, -0.466], [-0.228, 0.409, -0.182], [0.167, -1.074, 0.513], [1.990, 0.022, 0.515], [0.406, -0.936, -0.182], [0.902, -2.422, 0.190], [1.295, -0.912, -0.101]]
}